No. 1
Entry from the OMol25 dataset: a molecular structure, C38H30AsCl5MgNO3PS (the ωB97M-V functional and the def2-TZVPD basis).

Net charge ... 0
Energy relative to the best compared isomer or geometry (same formula, charge and spin) ... 11.16 kcal per mole
Strongest force on any atom ... 0.21 eV/Å
Calculated total energy ... -7222.94231 Eh
Highest occupied orbital energy ... -8.2 eV

XYZ file:
```
81
C38H30AsCl5MgNO3PS | the OMol25 dataset | the ωB97M-V functional and the def2-TZVPD basis
Mg -0.36 0.31 -0.12
Cl -3.54 1.07 -0.92
C -3.11 -0.60 -1.21
C -1.81 -0.99 -0.91
C -1.51 -2.31 -1.18
Cl 0.13 -2.85 -0.84
C -2.42 -3.22 -1.70
Cl -1.97 -4.85 -2.01
C -3.72 -2.79 -1.97
Cl -4.87 -3.88 -2.61
C -4.07 -1.46 -1.73
Cl -5.66 -0.91 -2.07
N 1.72 0.18 -0.37
C 2.19 0.00 1.01
C 1.30 -0.44 1.98
C 1.72 -0.56 3.30
C 3.03 -0.23 3.64
C 3.92 0.17 2.65
C 3.51 0.29 1.34
S 3.57 -0.27 5.36
O 4.14 1.05 5.54
O 4.53 -1.35 5.38
O 2.34 -0.50 6.10
H 2.04 -0.59 -0.95
H 2.14 1.02 -0.75
H 0.28 -0.76 1.74
H 1.05 -0.87 4.09
H 4.94 0.41 2.94
H 4.19 0.63 0.57
C -2.11 3.53 0.97
C -2.08 4.92 1.59
As -3.72 5.92 1.13
C -3.02 7.68 1.63
C -2.72 7.88 2.97
C -2.24 9.10 3.41
C -2.07 10.15 2.51
C -2.40 9.96 1.18
C -2.87 8.73 0.73
C -3.41 5.96 -0.80
C -2.15 6.16 -1.37
C -1.99 6.13 -2.75
C -3.09 5.90 -3.57
C -4.34 5.70 -3.02
C -4.50 5.73 -1.64
P -0.49 2.68 0.93
C 0.53 3.77 -0.11
C 1.21 4.89 0.37
C 1.88 5.73 -0.50
C 1.88 5.46 -1.87
C 1.21 4.36 -2.36
C 0.54 3.52 -1.48
C 0.16 2.74 2.61
C 1.53 2.87 2.85
C 2.03 2.73 4.13
C 1.17 2.42 5.19
C -0.19 2.30 4.96
C -0.70 2.45 3.67
H -2.42 3.58 -0.08
H -2.83 2.88 1.47
H -1.22 5.50 1.24
H -2.01 4.87 2.68
H -2.86 7.08 3.69
H -2.00 9.24 4.46
H -1.71 11.11 2.86
H -2.28 10.78 0.47
H -3.11 8.60 -0.31
H -1.29 6.35 -0.74
H -1.01 6.29 -3.18
H -2.96 5.88 -4.65
H -5.19 5.52 -3.66
H -5.48 5.56 -1.21
H 1.21 5.10 1.43
H 2.41 6.59 -0.12
H 2.41 6.12 -2.54
H 1.20 4.15 -3.42
H -0.02 2.67 -1.89
H 2.21 3.06 2.03
H 3.09 2.78 4.32
H 1.59 2.24 6.17
H -0.86 2.06 5.77
H -1.76 2.34 3.51
```

These are the Mulliken partial charges, in e, on atoms 1 to 8:
1. Mg 0.6176
2. Cl -0.2425
3. C 1.2936
4. C -2.0029
5. C 1.2439
6. Cl -0.2051
7. C -0.4123
8. Cl -0.1713

=====

No. 2
Entry from the OMol25 dataset: a molecular structure, C38H30Cl2N5O11Pb (the ωB97M-V functional and the def2-TZVPD basis).

Net charge ... -1
Energy relative to the best compared isomer or geometry (same formula, charge and spin) ... 213.39 kcal per mole
Strongest force on any atom ... 4.98 eV/Å
Calculated total energy ... -3680.14354 Eh
Highest occupied orbital energy (spin up / spin down) ... -5.1 / -5.1 eV

XYZ file:
```
87
C38H30Cl2N5O11Pb | the OMol25 dataset | the ωB97M-V functional and the def2-TZVPD basis
Pb 0.78 0.37 0.24
C -2.00 1.76 6.25
C -1.97 1.01 4.92
N -2.24 1.61 3.83
N -2.33 2.93 3.90
C -1.79 3.31 2.61
O -0.66 2.92 2.18
C -2.79 4.09 1.82
C -2.89 4.04 0.42
C -3.24 5.22 -0.21
C -3.58 6.31 0.56
C -4.02 6.13 1.91
C -3.65 4.99 2.54
C -1.45 -0.44 4.84
C 0.00 -0.50 4.94
C 0.50 -1.75 4.96
C -0.31 -2.71 5.73
C -1.65 -2.57 5.45
N -2.32 -1.37 5.21
H -2.96 2.30 6.41
H -1.21 2.50 6.34
H -1.88 0.98 7.01
H -2.73 3.16 -0.16
H -3.30 5.17 -1.30
H -3.60 7.33 0.17
H -4.67 6.84 2.41
H -4.01 4.68 3.51
H 0.57 0.44 4.96
H 1.49 -2.00 4.63
H -0.04 -3.53 6.39
H -2.15 -3.47 5.88
Cl 4.91 7.72 0.82
C 4.16 6.08 0.78
C 3.40 5.81 1.86
C 2.71 4.61 2.07
Cl 1.69 4.29 3.32
C 2.52 3.51 1.09
O 2.15 2.31 1.53
C 3.11 3.91 -0.19
C 2.83 2.98 -1.23
O 1.90 2.09 -1.24
C 4.03 5.06 -0.20
H 3.24 6.55 2.63
H 3.58 3.10 -2.08
H 4.60 5.14 -1.13
H 10.30 -4.60 -6.98
C -3.64 -2.39 -7.83
C -3.33 -2.12 -6.42
C -2.82 -3.13 -5.56
C -2.43 -2.75 -4.27
C -2.05 -3.76 -3.16
C -2.63 -1.42 -3.86
C -2.92 -0.40 -4.78
C -3.07 1.03 -4.36
C -3.41 -0.79 -6.07
C -2.61 -0.96 -2.45
O -3.60 -1.42 -1.84
O -1.55 -0.27 -2.26
H -3.34 -3.40 -8.12
H -3.08 -1.70 -8.50
H -4.69 -2.22 -8.09
H -2.79 -4.18 -5.86
H -1.78 -4.76 -3.56
H -2.83 -3.86 -2.43
H -1.19 -3.33 -2.63
H -2.13 1.58 -4.24
H -3.53 1.04 -3.36
H -3.71 1.65 -5.01
H -3.79 -0.03 -6.77
O 2.40 -1.41 -0.99
C 3.69 -1.76 -0.97
O 4.71 -1.20 -1.44
C 3.96 -3.08 -0.49
C 5.07 -3.56 0.26
C 5.08 -4.87 0.86
C 4.06 -5.76 0.78
C 3.12 -5.31 -0.09
C 3.08 -4.07 -0.88
N 2.07 -6.21 -0.26
O 1.01 -5.69 -0.60
O 2.30 -7.40 0.02
N 6.08 -5.42 1.68
O 6.17 -6.64 1.86
O 6.85 -4.65 2.22
H 5.98 -2.99 0.40
H 3.96 -6.70 1.34
H 2.27 -4.04 -1.63
```

These are the Mulliken partial charges, in e, on atoms 1 to 8:
1. Pb 1.6183
2. C -1.1467
3. C 0.5322
4. N -0.1699
5. N -0.2903
6. C 0.3702
7. O -0.2684
8. C 0.2274